Density functional theory data (ωB97M-V/def2-TZVPD) for a molecular structure, C10H26AlN2O5Si.

Output
**HOMO-LUMO gap**: 7.35 eV
**Charge**: -1
**2S+1**: 1

```
45
Properties=species:S:1:pos:R:3:forces:R:3
C 2.34243 2.04269 1.92197 -0.190 1.048 1.616
N 3.51895 1.74436 1.01570 -2.702 -0.148 -2.980
C 3.70843 3.05030 0.21604 0.657 1.443 0.915
C 3.21157 0.68217 -0.01691 2.582 -1.377 -4.491
O 3.89373 0.74228 -1.19209 -3.448 -0.058 6.468
C 2.16129 -0.56783 0.14539 2.034 0.276 1.314
Al 0.46888 -0.05966 -0.92257 -0.205 0.084 -1.196
O 0.79884 0.26035 -2.76434 0.506 -2.778 1.040
C -1.07809 -1.44777 -0.70637 -1.114 -0.017 -0.657
C -2.43798 -0.63706 -1.24576 2.116 -1.464 -1.084
O -3.67608 -1.07500 -0.58463 -0.400 2.939 0.634
Si -4.58335 0.26291 0.10333 -0.688 -1.089 0.051
C -4.04060 0.73511 1.91307 0.904 0.672 1.355
C -6.44842 -0.34536 0.20857 -0.502 -0.486 -1.195
C -4.62618 1.85851 -0.99089 0.872 0.978 -0.036
H 1.79819 1.10080 2.35349 1.068 1.800 -1.226
H 1.59832 2.82676 1.41842 1.279 -2.070 0.984
H 2.79152 2.62132 2.86348 -0.903 -1.221 -1.893
H 3.78880 3.89858 1.04884 -0.138 -1.695 -1.727
H 4.71641 3.08162 -0.37770 -2.240 -0.367 0.995
H 2.75744 3.31787 -0.43697 2.085 -0.775 1.122
H 2.61042 -1.54988 -0.34356 -0.537 2.227 0.964
H 1.93542 -0.82305 1.28876 0.455 0.639 -2.408
H -0.01627 1.35192 -0.31145 -0.140 0.162 0.050
H 1.15273 -0.63351 -3.10932 -0.783 2.237 0.618
H -0.88310 -2.37070 -1.43706 -0.646 1.631 1.861
H -1.25278 -1.76899 0.40549 0.275 0.329 -2.058
H -2.53686 -0.96223 -2.38961 0.141 1.173 2.328
H -2.19337 0.50257 -1.14427 -0.878 -1.898 -0.173
H -4.97726 0.81192 2.64822 2.017 -0.339 -1.590
H -3.23463 -0.02790 2.35246 -1.883 1.611 -0.874
H -3.52236 1.81019 1.94028 -1.048 -2.316 -0.098
H -7.18925 0.53423 0.47567 1.498 -1.870 -0.261
H -6.57823 -1.29690 0.87844 0.044 1.928 -1.143
H -6.71093 -0.66362 -0.91175 0.400 0.564 2.354
H -5.71385 2.26615 -1.20415 2.284 -0.958 0.269
H -4.02700 2.69060 -0.39002 -1.266 -1.583 -1.394
H -4.00205 1.62767 -1.95346 -1.444 0.703 1.541
C 5.58840 -3.33658 -0.53655 -0.053 0.214 -0.313
N 4.72572 -4.06283 0.43416 -0.966 -0.416 0.483
O 3.51292 -4.10035 0.19583 1.870 -0.148 0.577
O 5.29038 -4.57455 1.40790 -0.853 0.582 -1.185
H 4.96178 -2.93977 -1.33809 0.062 -0.076 0.303
H 6.08251 -2.52640 0.00366 -0.057 -0.212 -0.075
H 6.31353 -4.05093 -0.93165 -0.064 0.120 0.214
```
Positions in Å, forces in eV/Å.

Mulliken population analysis, charges in e, atoms 1 to 4: -0.769, -0.104, -0.783, 0.310